Record 1
{"formula": "C16H27BeBrN2Se2", "method": "ωB97M-V with the def2-TZVPD basis set", "symbols": ["Br", "Se", "Se", "N", "N", "C", "C", "C", "C", "C", "C", "C", "C", "C", "C", "C", "C", "C", "C", "C", "C", "Be", "H", "H", "H", "H", "H", "H", "H", "H", "H", "H", "H", "H", "H", "H", "H", "H", "H", "H", "H", "H", "H", "H", "H", "H", "H", "H", "H"], "xyz": [[-5.67476, -3.33348, -0.07712], [0.63161, 0.55509, -2.12215], [-0.63358, 2.10980, 0.74963], [1.12406, -0.82883, 0.96677], [2.73930, -2.14737, 2.40840], [2.44315, -0.15277, 1.00800], [-4.07016, -2.36125, -0.05317], [-2.71661, -0.60020, 0.84080], [-1.87221, -1.96568, -0.90876], [-3.05130, -2.69635, -0.93398], [-0.78629, -0.05503, -3.30599], [2.12138, -3.06938, 1.39360], [0.95381, 3.19247, 1.05053], [1.30619, -2.20358, 0.41880], [-1.04392, 2.68513, -1.06963], [0.59765, -0.94754, 2.35404], [1.66032, -1.56638, 3.28100], [3.48546, -1.04820, 1.70493], [-3.91156, -1.31340, 0.83745], [-1.65052, -0.89560, -0.02502], [0.10390, 2.43283, -2.02540], [-0.18371, -0.01024, -0.01266], [1.00166, 2.98160, -1.74963], [0.32550, 0.04180, 2.71663], [2.92727, -3.60920, 0.90160], [2.31855, 0.78854, 1.54126], [-0.30899, -1.54888, 2.30993], [-2.63880, 0.20989, 1.56047], [-3.18550, -3.51285, -1.63072], [1.80761, -2.11599, -0.54490], [3.39047, -2.67488, 2.99046], [1.25856, -2.37242, 3.89075], [0.32318, -2.63700, 0.25540], [-1.94243, 2.12848, -1.33482], [-1.10509, -2.25323, -1.62614], [1.76624, 2.93592, 0.37672], [-4.71123, -1.05674, 1.51893], [-0.75098, 0.56509, -4.19745], [1.25546, 3.03647, 2.08405], [-0.16025, 2.73149, -3.03961], [-0.55867, -1.08361, -3.57087], [-1.74759, -0.00310, -2.80500], [2.13484, -0.83484, 3.93220], [4.16629, -1.52660, 1.00375], [1.50459, -3.77798, 1.94295], [0.66777, 4.23349, 0.92437], [-1.29858, 3.74390, -1.02914], [2.76307, 0.06963, -0.00851], [4.06737, -0.50955, 2.44931]], "lumo_energy_ev": -5.65, "mol_weight_g_mol": 494.242, "homo_ev": -13.4020, "gap_ev": 7.749, "charge": 2}

Record 2
{"formula": "C16H27BrClN4O3P", "method": "ωB97M-V with the def2-TZVPD basis set", "symbols": ["Br", "Cl", "P", "O", "O", "O", "N", "N", "N", "N", "C", "C", "C", "C", "C", "C", "C", "C", "C", "C", "C", "C", "C", "C", "C", "C", "H", "H", "H", "H", "H", "H", "H", "H", "H", "H", "H", "H", "H", "H", "H", "H", "H", "H", "H", "H", "H", "H", "H", "H", "H", "H", "H"], "xyz": [[6.89601, 7.85804, -0.98759], [-0.17814, 1.64775, 1.12589], [0.42857, 2.30227, -0.75554], [0.84593, -2.55778, 2.40516], [-1.60762, -1.16330, -1.53594], [-0.80266, 3.29723, -1.26533], [5.01078, 6.08064, -0.05538], [3.88445, 5.56058, -2.66571], [-1.65538, -1.67662, 3.50743], [-2.27957, -3.93471, -1.87490], [2.32727, 4.09029, -1.60193], [-1.68115, -0.36455, -2.70523], [-3.34069, -2.92776, -1.77028], [3.95403, 5.23126, -0.24471], [3.42277, 4.98834, -1.51137], [2.39021, 3.71371, 0.79055], [-1.62167, -4.09819, 3.75469], [3.40689, 4.59177, 0.89397], [-3.92186, -2.67690, -3.15798], [5.42184, 6.64417, -1.14054], [-2.85154, -1.65134, -1.06844], [-0.37214, -2.97674, 1.81700], [1.83795, 3.46212, -0.51128], [-1.58371, -2.93842, 2.76441], [1.52385, -3.55434, 3.14779], [4.86282, 6.38861, -2.42748], [1.18608, -3.56098, 4.18685], [-3.61208, -0.86036, -1.09678], [1.97310, 3.19413, 1.64864], [-0.25712, -3.96572, 1.35254], [-1.47286, -3.48227, -2.29884], [-4.14414, -3.34591, -1.15546], [-0.81949, 0.30380, -2.70428], [-3.14892, -2.48629, -3.90252], [-2.69091, -1.89090, -0.01266], [-0.62274, 4.15808, -0.85197], [-0.55827, -2.26976, 1.00236], [-0.74834, -1.53254, 3.94497], [-1.41637, -5.04808, 3.25574], [-2.60863, -4.17039, 4.21302], [3.82626, 4.82479, 1.87162], [-1.61465, -0.98812, -3.59999], [-4.48135, -3.55000, -3.49541], [1.88927, 3.92145, -2.58737], [-1.95869, -4.17329, -0.93991], [1.40017, -4.54735, 2.70630], [-4.60656, -1.82591, -3.14930], [-2.59141, 0.24098, -2.73213], [-1.72650, -0.91215, 2.84040], [5.28665, 6.92674, -3.27801], [-2.48238, -3.01664, 2.14308], [-0.90255, -3.97486, 4.56452], [2.58519, -3.30461, 3.14733]], "lumo_energy_ev": -0.88, "mol_weight_g_mol": 469.748, "homo_ev": -9.1198, "gap_ev": 8.241, "smiles": "OP(Cl)c1ccc2nc(Br)cnc2c1.COC[C@@H](C)N.COC[C@@H](C)N"}

Record 3
{"formula": "C16H27EuN2", "method": "ωB97M-V with the def2-TZVPD basis set", "symbols": ["Eu", "N", "N", "C", "C", "C", "C", "C", "C", "C", "C", "C", "C", "C", "C", "C", "C", "C", "C", "H", "H", "H", "H", "H", "H", "H", "H", "H", "H", "H", "H", "H", "H", "H", "H", "H", "H", "H", "H", "H", "H", "H", "H", "H", "H", "H"], "xyz": [[0.06063, 0.22561, 0.38728], [-1.11357, 0.89169, 4.61706], [-0.67877, 0.07908, 2.64069], [1.70050, -3.08158, 0.18209], [-1.47654, -3.00121, 0.13749], [1.34536, -1.13356, -1.49918], [0.27571, 0.62663, -3.07604], [-1.64055, -0.39862, 4.61036], [-0.19522, 2.95202, -0.34881], [-2.37571, -0.69823, -1.84635], [-1.34755, -0.89560, 3.36290], [0.21659, -0.51353, -2.11884], [0.26484, 4.20656, -1.11344], [2.77230, -0.81492, -1.77187], [0.86121, -2.14353, -0.61279], [1.06655, 2.29125, 0.04662], [-0.55059, 1.14767, 3.43092], [-0.56722, -2.14451, -0.67301], [-0.97430, -1.13262, -1.59818], [-2.98252, -0.71671, -0.92421], [0.86237, 3.91534, -1.98454], [1.25061, -3.27137, 1.16974], [-1.01662, -3.27924, 1.10035], [-1.13773, 1.57997, 5.39052], [-2.85778, -1.36574, -2.57628], [-2.41054, 0.32717, -2.24478], [-0.55627, 4.84379, -1.44798], [-0.04396, 2.05406, 3.16174], [1.43085, 2.43614, 1.06178], [-1.73101, -3.93455, -0.39334], [0.91999, 4.78847, -0.45785], [3.40271, -1.08653, -0.91572], [1.76617, 2.00467, -0.73911], [-0.78055, 3.20653, 0.54997], [1.11040, 1.31411, -2.84395], [-0.65664, 1.21455, -3.05947], [2.70975, -2.67068, 0.33781], [1.78465, -0.10054, 1.41747], [1.81143, -4.05836, -0.32470], [-2.16080, -0.84992, 5.44129], [0.42506, 0.26504, -4.10974], [-0.87624, 2.34208, -0.97953], [-1.53330, -1.85676, 2.88151], [-2.41946, -2.47432, 0.35450], [2.89347, 0.25995, -1.96395], [3.15227, -1.34979, -2.65838]], "spin_multiplicity": 7, "lumo_energy_ev": [-6.52, -9.61], "mol_weight_g_mol": 399.370, "homo_ev": [-15.1703, -15.1683], "gap_ev": [8.652, 5.562], "charge": 2}

Record 4
{"formula": "C16H27FI3LaNO5Si2", "method": "ωB97M-V with the def2-TZVPD basis set", "symbols": ["La", "I", "I", "I", "Si", "Si", "F", "O", "O", "O", "O", "O", "N", "C", "C", "C", "C", "C", "C", "C", "C", "C", "C", "C", "C", "C", "C", "C", "C", "H", "H", "H", "H", "H", "H", "H", "H", "H", "H", "H", "H", "H", "H", "H", "H", "H", "H", "H", "H", "H", "H", "H", "H", "H", "H", "H"], "xyz": [[2.44994, 5.14237, -0.55078], [2.43576, -4.70581, -4.09284], [-1.21820, -3.34054, 3.16637], [3.48316, -2.99152, 0.94401], [-0.02955, -2.12957, 0.01480], [-2.47444, -1.45154, -1.38967], [-4.81207, 2.77598, 0.46660], [-4.02965, -0.12424, 0.48385], [-0.01888, 3.25136, 2.45238], [-1.22154, 1.22381, 2.50329], [-1.78914, -2.26398, -0.02845], [-5.99612, 2.05081, -1.35654], [-3.68110, 1.35026, -1.37089], [0.90622, -2.31272, -2.82160], [0.11470, 3.48367, 1.03519], [2.00120, -3.94301, 3.65177], [2.40546, -2.63123, -3.33328], [1.99141, 0.01812, -0.54829], [2.01909, 1.23066, -1.60529], [1.74171, -3.27142, 2.18854], [0.61260, -3.14605, -1.46728], [-1.23770, 2.48500, 2.70303], [-3.50165, 0.04703, -0.66977], [1.57333, 3.01867, 0.42470], [-4.87598, 2.04502, -0.77505], [0.55167, -0.30692, 0.10096], [-2.60654, 3.10065, 3.26925], [0.41210, -2.91464, 1.74888], [1.30902, 2.59337, -1.12222], [0.19103, 2.54466, -1.41956], [3.11160, 1.46694, -1.89279], [-0.23039, -3.90513, -1.73243], [-0.20482, 0.46498, -0.31685], [-0.71875, 2.85602, 0.52189], [-2.87602, 1.93981, -1.06934], [-2.66720, 2.90951, 4.40600], [1.75881, 3.46101, -1.79691], [-0.04940, 4.58662, 0.70249], [3.09570, -2.64327, -2.40955], [2.11576, 2.24285, 1.06738], [0.64011, -0.04698, 1.23319], [2.71175, 0.31997, 0.31621], [0.18390, -2.70080, -3.64634], [2.75648, -1.93686, -4.17172], [-2.80854, 4.18660, 2.97024], [1.50656, 0.88770, -2.59232], [2.24562, 3.99030, 0.44205], [1.54310, -3.79033, -1.26021], [1.47720, -3.38189, 4.49958], [-3.46679, 2.46820, 2.80875], [-1.46752, -0.91073, -2.31888], [1.75234, -5.06477, 3.59797], [-3.44880, -2.31657, -2.04665], [0.68346, -1.19378, -2.70748], [3.14133, -3.84101, 3.85527], [2.50865, -0.87664, -1.06172]], "lumo_energy_ev": -13.48, "mol_weight_g_mol": 908.182, "homo_ev": -15.1438, "gap_ev": 1.666, "charge": 3}

Record 5
{"formula": "C16H27N2O2", "method": "ωB97M-V with the def2-TZVPD basis set", "symbols": ["O", "O", "N", "N", "C", "C", "C", "C", "C", "C", "C", "C", "C", "C", "C", "C", "C", "C", "C", "C", "H", "H", "H", "H", "H", "H", "H", "H", "H", "H", "H", "H", "H", "H", "H", "H", "H", "H", "H", "H", "H", "H", "H", "H", "H", "H", "H"], "xyz": [[1.41965, -1.74537, -1.59769], [1.42780, 1.91032, 0.96357], [-1.88636, 2.22699, -2.34558], [1.50543, 0.29323, -0.61410], [0.45323, -1.82630, 5.21137], [1.80825, 1.15924, -1.77234], [-2.16193, 1.15215, -1.31424], [-2.34223, 1.91887, -3.73727], [1.47210, -1.54864, 0.87166], [0.80281, -0.47447, 1.58027], [0.46053, -2.90514, 2.92979], [0.52610, -1.75375, 3.70726], [0.58516, 1.23218, -2.71737], [-2.54699, 3.55231, -2.00185], [1.64099, -1.10118, -0.57196], [-0.37131, 2.37113, -2.29078], [0.93925, -0.40798, 3.12311], [1.12357, -4.15107, 0.97866], [1.40861, 0.66385, 0.70867], [0.62385, -2.79972, 1.43262], [-2.00078, 4.31901, -2.54325], [-0.46646, -1.50942, 5.50890], [-0.35192, -2.83716, 0.95126], [2.63961, 0.68255, -2.35301], [0.06845, 0.25491, -2.76377], [-2.78220, 0.94881, -3.82607], [2.00832, -4.54833, 1.58818], [-2.56739, 3.76379, -0.99461], [-0.33703, -0.47012, 1.40685], [1.92002, -0.14353, 3.28060], [-0.20344, 2.77229, -1.27963], [-3.52328, 3.48956, -2.35134], [-1.23342, 0.48380, -1.34082], [1.36478, -4.05136, -0.03412], [0.44954, -2.85958, 5.50880], [-3.16387, 0.62993, -1.46453], [0.39330, -4.92799, 1.13674], [0.30127, 0.41812, 3.39088], [1.03642, 1.48807, -3.64287], [2.22975, 2.14121, -1.38682], [-3.16022, 2.50389, -4.13438], [-1.42569, 1.83143, -4.31560], [2.47875, -1.68206, 1.27644], [0.49417, -4.00850, 3.26952], [-2.32494, 1.58609, -0.26880], [-0.05091, 3.24114, -2.89657], [1.31869, -1.28321, 5.73426]], "lumo_energy_ev": -2.56, "mol_weight_g_mol": 279.404, "relative_energy_kcal_mol": 93.2, "homo_ev": -11.2664, "gap_ev": 8.711, "smiles": "CC1=C[C@H](C)[C@H]2C(=O)N(CCC[N+](C)(C)C)C(=O)[C@@H]2C1", "charge": 1}

Record 6
{"formula": "C16H27N5O5", "method": "ωB97M-V with the def2-TZVPD basis set", "symbols": ["O", "O", "O", "O", "O", "N", "N", "N", "N", "N", "C", "C", "C", "C", "C", "C", "C", "C", "C", "C", "C", "C", "C", "C", "C", "C", "H", "H", "H", "H", "H", "H", "H", "H", "H", "H", "H", "H", "H", "H", "H", "H", "H", "H", "H", "H", "H", "H", "H", "H", "H", "H", "H"], "xyz": [[-1.89297, 0.41599, -1.18686], [-3.66595, 6.71460, 1.43439], [1.30858, -2.09736, -0.44010], [0.40821, 4.91199, 1.06860], [1.35303, -5.70267, 2.04138], [0.20687, 0.68009, -0.59952], [-3.16646, 4.80907, 0.35502], [2.06068, -5.64896, -0.09824], [-0.93079, 6.62386, 0.53583], [1.91627, -8.54926, -0.17484], [-1.22947, 2.64980, -0.62127], [0.05509, -3.88202, -1.35688], [1.22097, -7.81690, 0.92106], [1.55693, -6.31496, 1.00483], [-1.64711, 2.94676, 0.83033], [2.40439, -4.21201, -0.11769], [-0.99554, 1.15916, -0.83055], [-3.94112, 5.86354, 0.60122], [1.23624, -3.31557, -0.57799], [-1.95686, 4.43221, 1.10938], [5.89963, -4.71338, 0.19984], [-5.19318, 5.99189, -0.23213], [-0.72689, 5.35364, 0.90483], [0.13172, 7.59271, 0.27449], [4.86832, -4.40341, -0.36266], [3.62626, -3.98200, -1.02538], [6.80750, -4.98260, 0.70180], [-0.50202, -4.58282, -0.73002], [-0.28372, 8.49468, -0.17747], [3.71974, -2.91643, -1.26062], [-1.88942, 6.95202, 0.54577], [-5.81920, 5.11458, -0.07986], [-3.47220, 4.17138, -0.36194], [3.50465, -4.52002, -1.97066], [-5.73644, 6.88250, 0.08090], [-2.53373, 2.35531, 1.06617], [2.92970, -8.53594, -0.03731], [0.40871, -4.40445, -2.24880], [0.87114, 7.15739, -0.40111], [-0.84967, 2.61982, 1.49973], [-4.92307, 6.08017, -1.28262], [2.24929, -6.22666, -0.91555], [-0.61982, -3.07726, -1.66407], [-2.20400, 4.51204, 2.16895], [0.13888, -7.90649, 0.78347], [1.47177, -8.27612, 1.88282], [-0.31406, 3.18985, -0.86395], [0.62667, 7.85219, 1.21228], [-2.01128, 2.97300, -1.30805], [1.57852, -9.51140, -0.24563], [0.34229, -0.32191, -0.67344], [2.66360, -3.88174, 0.89619], [0.93930, 1.28210, -0.27408]], "lumo_energy_ev": 0.58, "mol_weight_g_mol": 369.422, "homo_ev": -9.2791, "gap_ev": 9.858, "smiles": "CNC(=O)[C@H](CCC(N)=O)NC(C)=O.C#CC[C@H](NC(=O)CN)C(C)=O"}

Repeat the first record exactly.
{"formula": "C16H27BeBrN2Se2", "method": "ωB97M-V with the def2-TZVPD basis set", "symbols": ["Br", "Se", "Se", "N", "N", "C", "C", "C", "C", "C", "C", "C", "C", "C", "C", "C", "C", "C", "C", "C", "C", "Be", "H", "H", "H", "H", "H", "H", "H", "H", "H", "H", "H", "H", "H", "H", "H", "H", "H", "H", "H", "H", "H", "H", "H", "H", "H", "H", "H"], "xyz": [[-5.67476, -3.33348, -0.07712], [0.63161, 0.55509, -2.12215], [-0.63358, 2.10980, 0.74963], [1.12406, -0.82883, 0.96677], [2.73930, -2.14737, 2.40840], [2.44315, -0.15277, 1.00800], [-4.07016, -2.36125, -0.05317], [-2.71661, -0.60020, 0.84080], [-1.87221, -1.96568, -0.90876], [-3.05130, -2.69635, -0.93398], [-0.78629, -0.05503, -3.30599], [2.12138, -3.06938, 1.39360], [0.95381, 3.19247, 1.05053], [1.30619, -2.20358, 0.41880], [-1.04392, 2.68513, -1.06963], [0.59765, -0.94754, 2.35404], [1.66032, -1.56638, 3.28100], [3.48546, -1.04820, 1.70493], [-3.91156, -1.31340, 0.83745], [-1.65052, -0.89560, -0.02502], [0.10390, 2.43283, -2.02540], [-0.18371, -0.01024, -0.01266], [1.00166, 2.98160, -1.74963], [0.32550, 0.04180, 2.71663], [2.92727, -3.60920, 0.90160], [2.31855, 0.78854, 1.54126], [-0.30899, -1.54888, 2.30993], [-2.63880, 0.20989, 1.56047], [-3.18550, -3.51285, -1.63072], [1.80761, -2.11599, -0.54490], [3.39047, -2.67488, 2.99046], [1.25856, -2.37242, 3.89075], [0.32318, -2.63700, 0.25540], [-1.94243, 2.12848, -1.33482], [-1.10509, -2.25323, -1.62614], [1.76624, 2.93592, 0.37672], [-4.71123, -1.05674, 1.51893], [-0.75098, 0.56509, -4.19745], [1.25546, 3.03647, 2.08405], [-0.16025, 2.73149, -3.03961], [-0.55867, -1.08361, -3.57087], [-1.74759, -0.00310, -2.80500], [2.13484, -0.83484, 3.93220], [4.16629, -1.52660, 1.00375], [1.50459, -3.77798, 1.94295], [0.66777, 4.23349, 0.92437], [-1.29858, 3.74390, -1.02914], [2.76307, 0.06963, -0.00851], [4.06737, -0.50955, 2.44931]], "lumo_energy_ev": -5.65, "mol_weight_g_mol": 494.242, "homo_ev": -13.4020, "gap_ev": 7.749, "charge": 2}